No. 1
ORCA calculation (ωB97M-V with the def2-TZVPD basis set) on C61H60InN3O5P2S4 as an isolated structure.

Computed properties:
lowest unoccupied orbital energy = -5.1 eV

Geometry as ORCA input:
```
! RIJCOSX wB97M-V def2-TZVPD def2/J DEFGRID3
* xyz 2 1
In -0.2977 1.0345 -0.2889
C 4.8294 1.1118 4.3166
C 3.8819 1.9792 3.4745
C 4.1504 3.4698 3.7435
C 4.1115 1.7007 2.0018
C 5.3602 1.9522 1.4368
C 5.6206 1.7411 0.0948
C 4.6052 1.2862 -0.7247
C 3.3451 1.0158 -0.1982
P 2.0625 0.4779 -1.3471
C 2.4412 -1.2628 -1.6867
C 1.8555 -1.9190 -2.7725
C 2.2145 -3.2202 -3.0770
C 3.1487 -3.8879 -2.2964
C 3.7199 -3.2524 -1.2053
C 3.3669 -1.9459 -0.8967
C 2.3951 1.3757 -2.8862
C 2.1584 2.7501 -2.8859
C 2.4271 3.5082 -4.0132
C 2.9498 2.8992 -5.1457
C 3.2132 1.5376 -5.1442
C 2.9421 0.7722 -4.0199
C 3.1218 1.2132 1.1640
O 1.8600 0.8747 1.6273
C 1.5253 1.1606 2.9353
C 0.1970 0.9167 3.2981
C -0.2080 1.1624 4.6091
C 0.6983 1.6304 5.5407
C 2.0012 1.8785 5.1475
C 2.4454 1.6620 3.8455
P -1.0380 0.3520 2.1167
C -2.5428 1.2558 2.5978
C -2.5004 2.6483 2.5849
C -3.6053 3.3830 2.9815
C -4.7627 2.7363 3.3947
C -4.8035 1.3517 3.4297
C -3.6944 0.6097 3.0431
C -1.3892 -1.3799 2.5112
C -2.4173 -2.0359 1.8333
C -2.8298 -3.2951 2.2347
C -2.2005 -3.9182 3.3059
C -1.1504 -3.2914 3.9572
C -0.7424 -2.0230 3.5643
H 5.8684 1.3314 4.0764
H 4.6531 0.0509 4.1365
H 4.6900 1.3066 5.3785
H 5.1864 3.7217 3.5233
H 3.9719 3.7137 4.7893
H 3.5064 4.0978 3.1280
H 6.1498 2.3333 2.0693
H 6.6000 1.9446 -0.3115
H 4.7856 1.1499 -1.7838
H 1.1385 -1.4063 -3.3986
H 1.7744 -3.7081 -3.9352
H 3.4351 -4.9009 -2.5432
H 4.4591 -3.7621 -0.6041
H 3.8440 -1.4474 -0.0638
H 1.7942 3.2427 -1.9958
H 2.2268 4.5701 -3.9998
H 3.1639 3.4897 -6.0258
H 3.6387 1.0662 -6.0192
H 3.1756 -0.2814 -4.0358
H -1.2393 0.9926 4.8915
H 0.3907 1.8140 6.5598
H 2.7010 2.2647 5.8761
H -1.5901 3.1601 2.2978
H -3.5561 4.4639 2.9822
H -5.6212 3.3113 3.7131
H -5.6912 0.8424 3.7781
H -3.7372 -0.4673 3.1054
H -2.9125 -1.5363 1.0080
H -3.6369 -3.7962 1.7179
H -2.5292 -4.8972 3.6270
H -0.6576 -3.7783 4.7870
H 0.0523 -1.5250 4.1028
O 0.6948 7.7528 -1.8130
S 0.1512 6.5247 -2.2846
O 0.2131 6.1664 -3.6684
N 0.8243 5.2523 -1.4089
C -0.0666 4.6394 -0.7313
S 0.4571 3.3318 0.3338
C -1.4541 5.1819 -0.8147
C -2.6062 4.7817 -0.1650
C -3.7692 5.5158 -0.3741
C -3.7811 6.6147 -1.2269
C -2.6234 7.0135 -1.8909
C -1.4819 6.2788 -1.6587
H -2.6015 3.9220 0.4874
H -4.6810 5.2345 0.1374
H -4.6951 7.1740 -1.3672
H -2.6171 7.8731 -2.5447
C 1.1347 -6.5872 1.3359
C 1.2485 -5.4323 0.3494
C 0.1952 -4.3812 0.6694
N 0.0533 -3.3009 -0.3160
C -1.0335 -2.8818 -0.9403
S -1.1538 -1.3136 -1.6255
N -2.1535 -3.6396 -1.0501
C -2.3736 -5.0576 -1.0420
O -3.3564 -5.4631 -0.4833
C -1.4421 -5.9017 -1.8187
C -0.7007 -5.3945 -2.8834
C 0.1110 -6.2449 -3.6161
C 0.1904 -7.5899 -3.2804
C -0.5586 -8.0973 -2.2264
C -1.3881 -7.2578 -1.5050
H 1.8993 -7.3374 1.1467
H 0.1632 -7.0755 1.2586
H 1.2566 -6.2445 2.3640
H 1.1362 -5.7837 -0.6751
H 2.2397 -4.9831 0.4273
H 0.4490 -3.8858 1.6109
H -0.7802 -4.8388 0.8234
H 0.8489 -2.6805 -0.4127
H -3.0009 -3.1066 -1.1882
H -0.7732 -4.3509 -3.1595
H 0.6727 -5.8666 -4.4584
H 0.8241 -8.2508 -3.8553
H -0.5053 -9.1477 -1.9797
H -1.9962 -7.6363 -0.6953
C -5.3660 0.0067 -1.2928
C -4.8037 1.3874 -1.5868
S -3.1210 1.3085 -2.2181
O -2.2777 1.5090 -0.9362
C -3.0112 2.8834 -3.0688
C -1.6041 3.0978 -3.6025
H -6.4314 0.0862 -1.0820
H -4.8893 -0.4395 -0.4210
H -5.2450 -0.6593 -2.1458
H -4.7372 2.0136 -0.6932
H -5.3918 1.9111 -2.3414
H -3.2973 3.6519 -2.3513
H -3.7548 2.8401 -3.8661
H -0.8625 3.0534 -2.7999
H -1.5292 4.0881 -4.0501
H -1.3480 2.3589 -4.3616
*
```

Here are the Löwdin charges for atoms 1 to 6, given in e: In 0.3269; C -0.0037; C -0.4293; C 0.0004; C -0.0822; C 0.0112

=====

No. 2
ORCA calculation (ωB97M-V with the def2-TZVPD basis set) on a 3-piece molecular cluster, C15H26I2O7S overall.

Computed properties:
lowest unoccupied orbital energy = -0.1 eV

Geometry as ORCA input:
```
! RIJCOSX wB97M-V def2-TZVPD def2/J DEFGRID3
* xyz 0 1
C 2.5046 3.2218 2.1909
C 1.0725 2.6903 2.0770
I 0.8577 0.8899 0.9487
C 0.0374 3.2723 2.6241
I 0.3579 5.1055 3.6918
C -1.3654 2.6760 2.5117
C -2.2784 3.0140 3.7028
C -3.6110 2.1948 3.5560
S -3.8727 1.4587 1.9090
O -3.2188 0.1776 1.9714
O -5.2601 1.2674 1.6478
O -3.1204 2.2881 0.7564
C -2.0840 3.1711 1.2483
H 2.5803 4.2727 1.9046
H 2.7887 3.0795 3.2442
H 3.1675 2.5770 1.6061
H -1.2001 1.5908 2.5369
H -1.7814 2.7357 4.6394
H -2.5186 4.0826 3.7569
H -4.4724 2.8446 3.7403
H -3.5746 1.3563 4.2540
H -1.4237 3.4221 0.4137
H -2.5831 4.1164 1.5279
O 0.3510 -1.9010 0.3463
C -0.5245 -2.5274 -0.1994
O -0.2329 -3.2317 -1.3049
C -1.1398 -4.1511 -1.9253
C -2.0833 -3.4423 -2.8748
C -1.9488 -2.4551 0.2879
H -1.6670 -4.7418 -1.1750
H -0.5170 -4.8474 -2.4859
H -2.7106 -2.7196 -2.3523
H -2.7307 -4.1613 -3.3779
H -1.5183 -2.8899 -3.6265
H -2.4183 -1.5580 -0.1151
H -1.9366 -2.3903 1.3736
H -2.5487 -3.3258 0.0330
O 5.2599 0.4609 -4.2646
C 4.4697 -0.2988 -3.7714
O 3.7874 0.0740 -2.6740
C 2.6963 -0.6747 -2.1197
C 3.1939 -1.7640 -1.1946
C 4.2942 -1.6997 -4.3102
H 2.0462 -1.0587 -2.9084
H 2.1029 0.0485 -1.5554
H 3.8116 -2.4894 -1.7272
H 2.3578 -2.2890 -0.7387
H 3.8136 -1.3341 -0.4060
H 5.0744 -2.3383 -3.8984
H 4.3957 -1.6630 -5.3932
H 3.3201 -2.1364 -4.1019
*
```

Here are the Löwdin charges for atoms 1 to 6, given in e: C -0.2057; C -0.7563; I 1.1792; C -0.6973; I 0.9236; C -0.4314

=====

No. 3
ORCA calculation (ωB97M-V with the def2-TZVPD basis set) on an isolated ion of composition ClHNO2S and charge -1.

Computed properties:
lowest unoccupied orbital energy = 3.9 eV

Geometry as ORCA input:
```
! RIJCOSX wB97M-V def2-TZVPD def2/J DEFGRID3
* xyz -1 1
N -1.1854 -0.3049 0.5925
O 1.0552 0.6241 1.3054
O 0.2879 1.0452 -1.3569
S 0.2481 0.1576 0.2144
Cl 1.3430 -1.5553 -0.4842
H -1.7488 0.0332 -0.2711
*
```

Löwdin charges in e: N -0.3283; O -0.4559; O -0.6199; S 0.2868; Cl 0.0973; H 0.0201

=====

Relative energy (zero: lowest compared OMol25 entry of this formula, charge and spin): 0.848; 0.000; 1.855 (eV)
Total energy: -146021.878; -57344.110; -28958.575 (eV)